A cluster of 2 separate species, C4H12 in total, computed with ωB97M-V/def2-TZVPD.

Atoms and positions in Å:
C1 -2.81 1.26 -0.90
C2 -1.38 1.64 -1.26
H1 -3.39 2.08 -0.47
H2 -3.40 1.01 -1.77
H3 -2.78 0.47 -0.14
H4 -0.83 0.71 -1.40
H5 -0.87 2.23 -0.49
H6 -1.32 2.25 -2.16
C3 1.84 -1.77 1.74
C4 2.38 -1.19 0.43
H7 2.37 -1.35 2.60
H8 0.79 -1.53 1.88
H9 2.00 -2.84 1.78
H10 1.54 -1.09 -0.26
H11 3.20 -1.75 0.00
H12 2.65 -0.13 0.43

Results
- 2S+1: 1
- Energy: -159.57395 a.u.
- Net charge: 0

=====

A cluster of 2 separate species, C4H12 in total, computed with ωB97M-V/def2-TZVPD.

Atoms and positions in Å:
C1 2.02 1.20 -1.55
C2 1.94 1.01 -0.04
H1 1.73 2.21 -1.85
H2 3.03 1.08 -1.93
H3 1.44 0.49 -2.14
H4 1.71 -0.02 0.26
H5 1.11 1.60 0.36
H6 2.87 1.28 0.46
C3 -1.87 -0.73 1.45
C4 -2.09 -1.50 0.15
H7 -2.74 -0.83 2.12
H8 -0.96 -0.97 2.01
H9 -1.79 0.35 1.30
H10 -2.50 -0.88 -0.64
H11 -2.73 -2.36 0.30
H12 -1.16 -1.92 -0.26

Results
- 2S+1: 1
- Energy: -159.57745 a.u.
- Net charge: 0

=====

A cluster of 2 separate species, C4H12 in total, computed with ωB97M-V/def2-TZVPD.

Atoms and positions in Å:
C1 1.25 1.29 1.14
C2 0.50 0.29 1.96
H1 1.31 2.39 1.67
H2 2.22 0.99 0.86
H3 0.69 1.50 0.20
H4 0.64 -0.68 1.47
H5 -0.59 0.59 2.02
H6 0.89 0.17 2.94
C3 -0.34 -0.41 -1.92
C4 -1.39 -1.19 -1.14
H7 -0.56 0.71 -1.70
H8 0.68 -0.67 -1.81
H9 -0.68 -0.46 -2.96
H10 -1.35 -0.86 -0.13
H11 -1.16 -2.25 -1.19
H12 -2.42 -1.03 -1.60

Results
- 2S+1: 1
- Energy: -159.55970 a.u.
- Net charge: 0

=====

A cluster of 2 separate species, C4H12 in total, computed with ωB97M-V/def2-TZVPD.

Atoms and positions in Å:
C1 -1.43 1.50 0.59
C2 -2.60 1.12 -0.38
H1 -1.57 0.97 1.57
H2 -0.55 1.02 0.02
H3 -1.60 2.63 0.57
H4 -2.18 1.37 -1.40
H5 -2.81 0.07 -0.28
H6 -3.41 1.80 -0.22
C3 2.67 -1.69 -0.19
C4 1.34 -0.91 0.05
H7 3.54 -1.42 0.40
H8 2.70 -2.73 -0.04
H9 2.97 -1.49 -1.17
H10 0.88 -0.54 -0.84
H11 1.53 0.03 0.61
H12 0.59 -1.76 0.39

Results
- 2S+1: 1
- Energy: -159.53383 a.u.
- Net charge: 0

=====

A cluster of 2 separate species, C4H12 in total, computed with ωB97M-V/def2-TZVPD.

Atoms and positions in Å:
C1 1.48 -0.67 1.61
C2 1.98 0.71 2.04
H1 0.41 -0.76 1.79
H2 1.53 -0.97 0.56
H3 1.91 -1.55 2.15
H4 1.88 0.62 3.12
H5 1.36 1.55 1.71
H6 2.98 0.98 1.79
C3 -1.61 0.78 -1.83
C4 -1.84 -0.77 -1.69
H7 -1.55 0.93 -2.95
H8 -2.51 1.31 -1.56
H9 -0.64 1.15 -1.55
H10 -2.81 -0.92 -2.16
H11 -1.00 -1.16 -2.29
H12 -1.56 -1.22 -0.73

Results
- 2S+1: 1
- Energy: -159.55687 a.u.
- Net charge: 0

=====

A cluster of 2 separate species, C4H12 in total, computed with ωB97M-V/def2-TZVPD.

Atoms and positions in Å:
C1 1.10 -0.12 -2.54
C2 1.71 -0.96 -1.39
H1 0.16 0.09 -2.34
H2 1.58 0.92 -2.46
H3 1.36 -0.72 -3.55
H4 2.18 -0.24 -0.69
H5 2.38 -1.71 -1.78
H6 0.86 -1.58 -0.99
C3 -0.85 0.87 2.46
C4 -1.89 0.21 1.52
H7 -1.34 1.89 2.66
H8 -0.71 0.17 3.44
H9 0.06 1.25 1.87
H10 -2.38 -0.72 1.92
H11 -2.79 0.75 1.29
H12 -1.75 -0.07 0.40

Results
- 2S+1: 1
- Energy: -159.51250 a.u.
- Net charge: 0

=====

A cluster of 2 separate species, C4H12 in total, computed with ωB97M-V/def2-TZVPD.

Atoms and positions in Å:
C1 -0.43 1.91 1.13
C2 -0.38 1.04 2.38
H1 0.41 1.70 0.46
H2 -1.35 1.72 0.58
H3 -0.32 2.97 1.37
H4 -1.30 1.13 2.96
H5 0.43 1.33 3.04
H6 -0.21 -0.01 2.12
C3 -0.11 -1.02 -1.44
C4 0.94 -1.91 -2.08
H7 0.07 -0.94 -0.36
H8 -0.18 -0.03 -1.91
H9 -1.11 -1.45 -1.52
H10 0.67 -2.13 -3.11
H11 0.94 -2.88 -1.58
H12 1.92 -1.44 -2.05

Results
- 2S+1: 1
- Energy: -159.58267 a.u.
- Net charge: 0

=====

A cluster of 2 separate species, C4H12 in total, computed with ωB97M-V/def2-TZVPD.

Atoms and positions in Å:
C1 -2.01 0.39 -1.77
C2 -0.80 -0.55 -1.29
H1 -2.32 1.16 -0.97
H2 -1.53 0.96 -2.62
H3 -2.80 -0.37 -2.10
H4 -1.20 -1.48 -0.86
H5 -0.17 0.05 -0.68
H6 -0.25 -0.59 -2.35
C3 2.06 0.25 1.64
C4 0.64 -0.15 1.68
H7 2.69 -0.49 0.90
H8 2.09 1.22 1.17
H9 2.73 0.25 2.49
H10 0.15 0.38 2.51
H11 0.49 -1.22 1.58
H12 0.23 0.20 0.67

Results
- 2S+1: 1
- Energy: -159.51969 a.u.
- Net charge: 0

=====

no.,orbital gap (eV),largest force on an atom (eV/A)
1,12.51,1.58
2,12.91,1.02
3,12.42,4.15
4,12.40,2.69
5,12.37,2.52
6,12.19,6.54
7,12.96,0.66
8,12.01,4.70